Entry from the OMol25 dataset: a molecular structure, C4H9O4Y (the ωB97M-V functional and the def2-TZVPD basis).

Cartesian coordinates (Å):
C (0.9470, 0.1402, -2.8792)
O (0.3817, -0.6200, -1.8544)
H (1.0252, -0.5179, -3.7583)
H (0.2869, 0.9847, -3.1333)
H (1.9396, 0.5162, -2.5875)
O (-2.1906, -0.8396, 2.8433)
O (1.5736, -0.5630, 1.7572)
C (1.6519, -0.0066, 0.5489)
C (0.1615, -0.0754, -0.2082)
O (-1.1900, 0.6374, 1.4181)
C (-2.4215, 0.0284, 1.7875)
Y (-0.1686, -0.4851, 3.0166)
H (2.3218, -0.5399, -0.1473)
H (1.8731, 1.0784, 0.5419)
H (-0.2231, -1.0426, 0.1483)
H (0.0000, 0.9867, -0.4682)
H (-3.1390, 0.8296, 2.0706)
H (-2.8295, -0.5115, 0.9039)

HOMO (alpha / beta) = -12.831 / -12.759 eV
⟨S²⟩ = 0.756
spin multiplicity = 2
energy above the lowest of the compared OMol25 structures with the same formula, charge and spin = 47.1 kcal per mole
charge = +1

Entry from the OMol25 dataset: 2 unconnected molecules or ions with the total composition C4H9O5S2 (the ωB97M-V functional and the def2-TZVPD basis).

Cartesian coordinates (Å):
C (0.6715, 2.2360, 1.5981)
C (0.3569, 1.5870, 0.3093)
C (0.7224, -0.3066, -1.2644)
C (0.5407, 0.1148, 0.1420)
O (-1.9436, -1.7468, -1.6214)
O (-2.7522, -2.5885, 0.5084)
O (-0.5165, -2.9798, 0.0721)
O (-0.2215, 0.3038, -2.0305)
O (-1.2642, -0.6809, 0.5160)
S (1.4718, -0.7372, 1.1927)
S (-1.6653, -1.8911, -0.1682)
H (-0.1276, 2.3112, 2.3526)
H (1.4443, 1.6759, 2.0551)
H (1.1517, 3.3272, 1.5716)
H (1.0423, 1.8182, -0.5160)
H (-0.5691, 1.8214, -0.1706)
H (0.7573, -1.3560, -1.3791)
H (1.6821, 0.0039, -1.6565)
H (-0.9831, -0.4555, -1.9594)
H (0.2023, -2.4569, 0.4480)

HOMO = -4.869 eV
energy above the lowest of the compared OMol25 structures with the same formula, charge and spin = 17.3 kcal per mole
charge = -1

Entry from the OMol25 dataset: C4H9O7PS in the gas phase (the ωB97M-V functional and the def2-TZVPD basis).

Cartesian coordinates (Å):
C (2.1747, 1.1679, -0.5307)
P (1.1911, 0.9903, 0.9984)
O (2.0892, -0.1319, 1.8103)
C (-0.2352, -0.1137, 0.3362)
C (0.1467, -1.5758, 0.3985)
O (-0.8937, -2.5009, 0.1921)
O (-1.1428, -2.5175, -1.2311)
C (-0.7753, 0.4155, -0.9816)
O (-1.2745, 1.7167, -0.5791)
S (-2.0901, 1.4949, 0.7835)
O (-1.7323, 2.5026, 1.7028)
O (-3.4513, 1.2535, 0.4811)
O (-1.4153, 0.0978, 1.1704)
H (3.0063, 1.8215, -0.2689)
H (2.5591, 0.2318, -0.9453)
H (1.5863, 1.6876, -1.2840)
H (2.6019, -0.7097, 1.2292)
H (0.5059, -1.8021, 1.4012)
H (0.9604, -1.7776, -0.3060)
H (-2.1086, -2.6034, -1.2342)
H (-0.0763, 0.5131, -1.8038)
H (-1.6261, -0.1606, -1.3389)

HOMO = -9.482 eV
energy above the lowest of the compared OMol25 structures with the same formula, charge and spin = 0.0 kcal per mole
SMILES string = CP(O)[C@]1(COO)COS(=O)(=O)O1
charge = 0

Entry from the OMol25 dataset: C4H9OP in the gas phase (the ωB97M-V functional and the def2-TZVPD basis).

Cartesian coordinates (Å):
C (2.4063, 0.0310, -0.0006)
C (1.2437, -0.9582, -0.0728)
O (-0.0060, -0.2769, 0.0801)
P (-1.5322, -1.0256, 0.0505)
C (-2.4645, 0.3551, 0.7263)
C (-2.2653, 0.4365, -0.7711)
H (2.2836, 0.8813, -0.6281)
H (2.4863, 0.4633, 0.9427)
H (3.2929, -0.3904, -0.2061)
H (1.4231, -1.7258, 0.7316)
H (1.4596, -1.4685, -0.9927)
H (-2.0626, 1.0973, 1.3691)
H (-3.4059, 0.1505, 1.0985)
H (-3.1417, 0.3708, -1.2735)
H (-1.5354, 1.0277, -1.1109)

HOMO = -9.192 eV
energy above the lowest of the compared OMol25 structures with the same formula, charge and spin = 24.9 kcal per mole
SMILES string = CCOP1CC1
charge = 0